<P>
Entry from OMol25: a structure of composition C5H10N2S (the ωB97M-V functional and the def2-TZVPD basis).

Last column: Löwdin charge in e.
Cartesian coordinates (Å):
C -1.030 -0.552 0.156  -0.46
C -0.310 0.655 0.859  -0.62
C 0.942 0.017 1.393  -0.35
C 1.159 -1.293 -0.801  -0.21
C -0.081 -0.390 -1.115  -0.37
H -2.907 0.394 0.123  0.15
H -2.786 -1.132 1.003  0.09
H -0.833 -1.380 0.822  0.11
H -0.674 1.176 1.648  0.07
H 0.552 -0.589 2.396  0.16
H 1.415 0.741 1.951  0.08
H 2.879 -0.591 0.595  0.24
H 0.607 -2.294 -0.648  0.13
H 2.042 -1.295 -1.448  0.11
H -0.375 -0.286 -2.220  0.12
N -2.480 -0.707 0.059  -0.01
N 1.662 -0.489 0.297  -0.17
S 0.108 1.438 -0.604  0.91

As for the net charge: 0. For the HOMO energy, the calculation gives -8.107 eV.

<Q>
Entry from OMol25: the molecule C5H10N2S (the ωB97M-V functional and the def2-TZVPD basis).

Last column: Löwdin charge in e.
Cartesian coordinates (Å):
N -1.833 -1.667 0.507  -0.01
C -1.342 -0.794 -0.466  -0.40
C -2.170 0.535 -0.435  -0.15
C -1.332 1.580 0.372  -0.21
C 0.085 1.261 0.059  -0.24
C 0.075 -0.243 -0.201  -0.41
N 1.127 -0.884 -0.211  -0.25
S 2.611 0.049 0.050  0.75
H -2.261 -1.174 1.382  0.12
H -0.980 -2.266 0.914  0.13
H -1.641 -1.206 -1.466  0.15
H -2.310 0.881 -1.498  0.12
H -3.238 0.373 -0.084  0.12
H -1.561 2.678 0.278  0.12
H -1.488 1.370 1.462  0.11
H 0.541 1.949 -0.702  0.13
H 0.822 1.457 0.918  0.09
H 3.379 -1.020 -0.046  -0.17

As for the net charge: 0. Its SMILES is N[C@H]1CCC/C1=N\S. For the HOMO energy, the calculation gives -9.000 eV.

<R>
Entry from OMol25: the molecule C5H10N2S (the ωB97M-V functional and the def2-TZVPD basis).

Last column: Löwdin charge in e.
Cartesian coordinates (Å):
H -1.294 1.452 0.394  0.04
N -1.912 1.052 -0.333  0.14
C -1.467 -0.004 -0.882  -0.47
C -2.253 -0.704 -2.003  -0.02
N -0.272 -0.650 -0.596  -0.03
C -0.079 -1.957 -0.068  -0.07
C 0.332 -0.764 0.703  -0.37
C 1.713 -0.253 0.952  -0.51
S 1.800 1.588 1.091  0.69
H -2.513 -1.737 -1.709  0.08
H -3.151 -0.182 -2.306  0.07
H -1.578 -0.751 -2.850  0.07
H 0.719 -2.509 -0.526  0.11
H -0.942 -2.477 0.324  0.12
H -0.301 -0.496 1.558  0.14
H 2.415 -0.593 0.206  0.07
H 2.122 -0.637 1.932  0.09
H 1.533 1.803 -0.189  -0.15

As for the net charge: 0. Its SMILES is [H]/N=C(/C)N1C[C@H]1CS. For the HOMO energy, the calculation gives -9.226 eV.

<S>
Entry from OMol25: a structure of composition C5H10N2S (the ωB97M-V functional and the def2-TZVPD basis).

Last column: Löwdin charge in e.
Cartesian coordinates (Å):
C -0.551 -1.482 2.168  -0.10
C -0.097 -1.393 0.633  -0.23
C 1.277 0.735 0.317  -0.09
C -0.858 0.172 -1.106  -0.23
C -0.231 2.132 -2.482  -0.80
H -0.639 -2.557 2.492  0.08
H 0.131 -0.819 2.744  0.04
H -1.671 -1.056 2.181  0.11
H 0.834 -1.955 0.759  0.11
H -0.858 -1.919 0.161  0.06
H 1.095 0.791 1.781  0.17
H 1.431 1.940 -0.478  0.14
H 2.358 0.095 -0.201  0.14
H -1.527 -0.708 -1.090  0.13
H -0.730 3.049 -2.702  0.03
N 0.013 -0.080 -0.108  -0.17
N -1.086 1.242 -1.790  0.02
S 1.110 1.815 -3.276  0.60

As for the net charge: 0. For the HOMO energy, the calculation gives -8.250 eV.

Which one is the least stable? From the structures above, <S>.